No. 1
Molecular formula: C23H49N3OP4Re
Method: DFT, ωB97M-V/def2-TZVPD

XYZ file:
```
81
Properties=species:S:1:pos:R:3:forces:R:3:lowdin_spin:R:1
Re 0.16704 0.60973 0.54809 1.210 -1.090 -3.630 1.46
P 0.89343 1.59602 2.49927 0.456 2.387 2.823 0.02
P 0.13100 -1.59736 1.21753 0.458 -3.261 2.518 0.03
P -2.00812 1.18496 1.29558 -2.946 1.059 0.563 0.04
H 0.14111 1.18626 -2.17791 -0.115 -0.204 0.413 0.00
C -0.42505 1.57311 -1.32542 0.991 2.418 1.127 -0.03
C 0.20682 2.56456 -0.46316 -0.659 0.746 -1.557 -0.03
H 1.21844 2.89927 -0.69600 -0.263 -0.039 0.167 0.00
C 2.65228 2.03110 2.73718 0.334 -0.307 -0.638 0.02
C 0.62797 0.68672 4.07251 -0.251 -0.448 -0.324 0.01
C 0.18288 3.24728 2.89566 -0.118 -0.094 -0.247 0.00
C -0.19125 -2.71011 -0.19334 -0.245 0.405 -0.640 0.00
C 1.64136 -2.35463 1.92140 0.226 -0.049 -0.018 0.01
C -1.11806 -2.20002 2.41369 -0.041 -0.121 0.012 0.01
C -2.68392 2.84831 0.88492 0.378 0.145 0.139 0.01
C -2.67972 0.91215 2.97617 0.251 -0.076 0.167 0.01
C -3.21037 0.24388 0.32038 0.212 -0.359 -0.087 0.02
H -1.49167 1.67482 -1.51290 0.073 -0.159 0.268 0.00
H -0.41998 3.36161 -0.05769 0.263 -0.294 -0.073 0.00
H 2.98399 2.69858 1.93698 0.002 0.009 0.178 0.00
H 3.27502 1.13138 2.74168 -0.047 0.214 0.096 0.00
H 2.77223 2.55257 3.69963 -0.251 -0.233 -0.303 0.00
H 1.10498 -0.29912 4.01571 -0.070 0.231 0.162 0.00
H -0.43487 0.55361 4.29868 0.273 0.015 -0.030 0.00
H 1.09374 1.26030 4.88838 -0.117 -0.112 -0.323 0.00
H 0.27404 3.90064 2.02035 0.031 -0.041 0.234 0.00
H 0.76053 3.68614 3.72249 -0.220 -0.174 -0.223 0.00
H -0.87158 3.20148 3.19069 0.290 -0.001 -0.026 0.00
H -0.17538 -3.75297 0.15050 0.028 0.290 0.068 0.00
H 0.54375 -2.58456 -0.99449 -0.253 -0.122 0.177 0.00
H -1.18146 -2.47045 -0.59441 0.460 -0.064 0.074 0.00
H 1.48530 -3.44243 1.98906 0.055 0.324 0.044 0.00
H 1.83677 -1.96333 2.92675 -0.024 -0.129 -0.229 0.00
H 2.52484 -2.17276 1.29555 -0.235 -0.013 0.189 0.00
H -0.98635 -3.28373 2.54326 -0.006 0.253 -0.036 0.00
H -2.13672 -2.02380 2.05096 0.187 -0.009 0.124 0.00
H -0.98489 -1.72535 3.39215 -0.025 -0.085 -0.208 0.00
H -3.75519 2.83460 1.13035 0.330 -0.013 0.005 0.00
H -2.57827 3.05537 -0.18658 -0.046 0.014 0.249 0.00
H -2.19514 3.64036 1.46119 -0.178 -0.078 -0.191 0.00
H -3.76592 1.08145 2.93818 0.330 0.032 -0.046 0.00
H -2.23801 1.61383 3.69214 -0.203 -0.212 -0.076 0.00
H -2.50614 -0.11962 3.30437 -0.048 0.349 -0.005 0.00
H -4.22366 0.62625 0.49466 0.268 0.031 0.134 0.00
H -3.18314 -0.81393 0.58687 -0.085 0.372 -0.020 0.00
H -2.96130 0.35215 -0.74013 -0.114 -0.100 0.278 0.00
C -4.30360 -2.00850 -2.08273 1.566 -0.542 1.113 0.22
C -4.55868 -3.15193 -2.86697 -0.982 -0.365 -1.473 0.08
C -5.47313 -3.03737 -3.92415 1.444 -1.148 1.266 0.06
C -6.12264 -1.81569 -4.17982 -0.452 -0.071 -0.674 0.31
C -5.90843 -0.71616 -3.34061 0.982 0.976 1.879 0.06
C -5.02586 -0.82275 -2.25657 -1.374 1.210 -1.116 0.10
O -3.29015 -2.00054 -1.14721 -1.426 -0.869 -1.857 0.15
H -2.78793 -2.83884 -1.19041 -0.645 0.089 -0.115 0.00
H -4.02854 -4.08257 -2.64755 -0.250 0.206 -0.234 0.00
H -5.66604 -3.90188 -4.55337 -0.004 0.134 0.077 0.00
H -6.80471 -1.72690 -5.03552 0.275 -0.072 0.387 0.01
H -6.41986 0.23305 -3.51843 0.094 -0.384 0.046 0.00
H -4.86345 0.00063 -1.56034 -0.185 -0.237 -0.463 0.00
C 5.18653 1.19361 -1.71974 0.097 -0.067 -0.087 0.01
N 5.07980 0.21258 -0.62077 -1.206 -0.172 -0.347 0.10
C 5.06316 -1.16581 -1.16445 0.306 0.122 -0.127 0.01
N 3.98048 -1.36752 -2.15801 -0.318 1.059 0.447 0.09
C 4.11453 -0.35748 -3.23553 0.100 -0.158 -0.213 0.01
N 4.09266 1.01738 -2.70213 -0.793 -0.632 1.312 0.12
C 2.79368 1.35181 -2.11375 0.574 0.431 -0.954 0.03
P 2.31081 0.26385 -0.64765 0.098 -0.144 -0.025 -0.02
C 3.95047 0.47703 0.25194 1.100 -0.117 0.273 0.03
C 2.65610 -1.35846 -1.55271 0.655 -0.634 -0.376 0.03
H 6.14999 1.03723 -2.22877 -0.357 0.186 0.184 0.00
H 5.11672 2.20700 -1.30458 0.249 -0.228 -0.146 0.00
H 4.93559 -1.87181 -0.33098 0.166 0.122 -0.315 0.00
H 6.03438 -1.32279 -1.66570 -0.480 -0.136 0.250 0.00
H 3.27528 -0.47603 -3.93917 0.443 -0.014 0.112 0.00
H 5.08231 -0.51793 -3.74275 -0.532 0.048 0.137 0.00
H 2.82769 2.39899 -1.78399 -0.071 -0.221 -0.076 0.00
H 2.02269 1.23396 -2.88789 0.162 0.122 0.131 0.00
H 3.97705 -0.20308 1.11606 0.025 0.181 -0.251 0.00
H 4.01662 1.51398 0.60721 -0.092 -0.360 -0.143 0.00
H 1.88569 -1.49153 -2.32837 0.257 0.106 0.146 0.00
H 2.58941 -2.19990 -0.85555 0.027 0.171 -0.046 0.00
```
Forces are in eV/Å.

Output
Energy above the lowest of the compared OMol25 structures with the same formula, charge and spin in kJ/mol: 14.3
⟨S²⟩: 3.83
E_tot in eV: -70407.04093
Multiplicity: 4
Net charge: +4

No. 2
Molecular formula: C5H15NO
Method: DFT, ωB97M-V/def2-TZVPD

XYZ file:
```
22
Properties=species:S:1:pos:R:3:forces:R:3:lowdin_charge:R:1
C -0.78205 1.65037 1.27666 0.316 1.272 -0.721 -0.10
C 0.50141 1.71004 0.44493 0.916 -0.398 0.695 -0.24
C 0.45887 0.95149 -0.86196 -1.567 -0.486 -1.025 -0.24
N 0.58503 -0.51444 -0.84158 0.958 0.473 0.730 -0.11
C -0.31150 -1.21709 0.07205 -0.894 0.101 0.561 -0.27
C 0.25995 -1.51092 1.47414 0.767 1.196 -0.345 -0.08
H -0.75247 0.74749 1.82270 -0.576 -0.919 0.493 0.02
H -1.65930 1.73979 0.62742 -0.007 -0.193 0.265 0.08
H -0.82295 2.45034 2.01561 0.053 0.124 -0.072 0.08
H 0.83199 2.71028 0.21541 -0.194 0.592 0.011 0.10
H 1.30176 1.29562 1.08615 -0.032 0.191 -0.311 0.10
H 1.14508 1.30190 -1.63480 0.330 0.174 0.390 0.11
H -0.53627 1.14365 -1.30667 0.211 0.034 0.058 0.12
H 1.50401 -0.66997 -0.43181 0.204 -0.273 -0.580 0.11
H -1.21471 -0.62335 0.21836 -0.061 -0.043 -0.341 0.10
H -0.63086 -2.13379 -0.42079 0.029 -0.140 0.127 0.10
H 0.52594 -2.55258 1.55137 -0.121 -0.260 0.583 0.07
H 1.16357 -0.90580 1.64642 0.248 -0.412 -0.435 0.07
H -0.32095 -1.07313 2.28738 -0.623 -0.967 0.004 0.06
O -0.51913 -1.89034 -3.04203 0.168 0.520 0.090 -0.10
H -0.03893 -1.30112 -2.40949 -0.047 -0.414 -0.085 -0.01
H -0.68849 -1.30844 -3.78947 -0.077 -0.172 -0.093 0.02
```
Forces are in eV/Å.

Output
Structure (SMILES): CCCNCC.O
Energy above the lowest of the compared OMol25 structures with the same formula, charge and spin in kJ/mol: 102.5
E_tot in eV: -8965.29642
Net charge: 0

No. 3
Molecular formula: C12H18ClNO
Method: DFT, ωB97M-V/def2-TZVPD

XYZ file:
```
33
Properties=species:S:1:pos:R:3:forces:R:3:lowdin_charge:R:1
C 0.19582 -0.02077 2.83668 -0.187 0.547 -0.298 -0.07
C 1.16574 -1.16276 2.50058 -0.746 -0.380 0.745 -0.28
O 2.21775 -0.78999 1.63542 -0.419 -0.169 0.401 -0.14
C 1.79030 -0.54571 0.32681 -2.531 -0.496 -1.037 -0.22
C 1.57278 0.93206 -0.04425 0.560 -0.230 -0.593 -0.17
C 1.90983 1.16989 -1.51889 -0.037 0.332 -0.260 -0.24
N 1.04957 0.37056 -2.44663 1.158 1.187 -1.028 -0.06
C -0.32654 0.90479 -2.51159 -0.036 0.459 0.444 -0.18
C -1.23669 0.27214 -1.44585 0.607 0.195 -0.485 -0.24
C -1.25350 -1.12176 -1.36301 -0.510 0.741 0.164 -0.06
C -1.98254 -1.79184 -0.39654 -0.411 1.428 0.046 -0.09
C -2.69504 -1.01166 0.54038 0.831 -0.713 0.057 -0.63
Cl -3.55323 -1.83313 1.87501 0.480 0.573 -0.839 0.61
C -2.62533 0.36917 0.49902 -0.918 1.062 0.390 -0.13
C -1.95225 1.04364 -0.54902 -0.486 -0.107 -0.180 -0.05
H -0.46399 0.30656 1.97931 0.799 -0.574 0.789 0.06
H 0.83784 0.84461 3.09470 -0.572 -0.252 0.167 0.08
H -0.48433 -0.29494 3.68087 0.654 0.226 -0.581 0.09
H 1.63319 -1.54130 3.41243 0.181 0.392 0.071 0.11
H 0.57946 -2.04356 2.17261 0.325 0.289 -0.613 0.12
H 2.54545 -0.95766 -0.34852 -0.168 -0.121 0.012 0.12
H 0.74138 -1.06801 0.14294 2.279 0.600 0.210 0.14
H 0.58472 1.31181 0.22411 0.172 -0.095 0.000 0.09
H 2.32234 1.50840 0.45743 0.353 0.479 0.792 0.11
H 1.88773 2.26969 -1.76633 -0.441 -0.701 0.259 0.12
H 2.98967 0.93860 -1.67351 -0.782 -0.412 -0.032 0.12
H 1.49331 0.56067 -3.37797 -0.775 -0.584 0.984 0.12
H -0.30860 2.00477 -2.36629 -0.156 -0.294 0.031 0.11
H -0.71883 0.75546 -3.52133 -0.022 -0.274 0.116 0.12
H -0.70609 -1.58598 -2.15051 0.363 -0.867 -0.127 0.11
H -2.01884 -2.84806 -0.40437 -0.108 -0.907 0.221 0.09
H -3.15591 0.91987 1.30677 0.407 -0.298 -0.837 0.12
H -2.03519 2.13443 -0.80046 0.138 -1.037 1.013 0.13
```
Forces are in eV/Å.

Output
Structure (SMILES): CCOCCCNCc1ccc(Cl)cc1
Energy above the lowest of the compared OMol25 structures with the same formula, charge and spin in kJ/mol: 101.2
E_tot in eV: -28794.96526
Net charge: 0

No. 4
Molecular formula: C4H20N2O5
Method: DFT, ωB97M-V/def2-TZVPD

XYZ file:
```
31
Properties=species:S:1:pos:R:3:forces:R:3:lowdin_charge:R:1
C 0.91436 1.04646 -2.64571 -0.632 0.235 -0.042 -0.03
N 1.04955 0.20874 -1.71630 1.135 -0.198 -0.924 -0.03
C 0.07515 -0.82056 -1.44774 0.262 -0.986 2.031 -0.27
C -1.37443 -0.47867 -1.60913 -1.123 0.854 0.172 -0.19
C -1.88609 0.31928 -0.36097 0.243 -1.334 -0.594 -0.27
N -2.36281 -0.56989 0.68968 -0.600 0.469 0.632 0.00
H 1.66763 1.79602 -2.87321 0.220 -0.114 0.379 0.07
H 0.01188 1.13742 -3.25117 -0.128 -0.208 -0.173 0.07
H 0.34550 -1.85525 -1.71499 0.285 0.620 -1.380 0.13
H 0.29286 -1.05993 -0.38837 -0.633 0.514 0.142 0.09
H -2.00719 -1.36409 -1.69779 0.174 -0.128 0.007 0.10
H -1.60947 0.11420 -2.49929 0.342 -0.122 -0.107 0.09
H -2.68836 0.99887 -0.64257 0.007 0.115 0.062 0.10
H -1.03726 0.86527 0.03668 -0.018 0.417 0.038 0.09
H -1.65266 -1.15415 1.09572 0.429 -0.218 -0.161 0.04
H -3.10596 -1.18923 0.38038 0.129 0.219 -0.051 0.07
O -0.64919 -3.45349 1.06266 0.586 -0.963 -0.936 -0.07
H -0.75513 -4.14539 0.36969 -0.250 0.721 0.703 0.06
H 0.31956 -3.45837 1.14971 -0.286 0.348 0.223 0.05
O 2.14871 2.70571 -0.14212 0.022 0.179 -0.074 -0.07
H 2.53797 2.93789 0.70066 0.116 0.284 0.236 0.03
H 2.06752 1.75470 -0.05237 -0.208 -0.441 -0.240 -0.02
O 1.48570 0.73968 2.17977 0.251 -0.153 -0.515 -0.07
H 1.85790 0.99712 3.02721 -0.338 0.090 -0.002 0.06
H 0.57933 1.10582 2.08946 0.369 -0.023 0.622 0.01
O 2.64954 -1.13459 0.38886 0.073 0.227 0.392 -0.10
H 2.33365 -0.45144 1.02371 0.136 -0.448 -0.474 -0.01
H 2.76681 -0.67773 -0.45614 -0.246 0.012 0.211 0.01
O -0.97295 1.70083 2.63071 -1.011 -0.416 -0.187 -0.06
H -1.65927 0.99109 2.60730 0.607 0.546 -0.125 0.06
H -1.34284 2.39366 2.06567 0.087 -0.097 0.134 0.07
```
Forces are in eV/Å.

Output
Structure (SMILES): C=NCCCN.O.O.O.O.O
Energy above the lowest of the compared OMol25 structures with the same formula, charge and spin in kJ/mol: 85.5
E_tot in eV: -17689.43180
Net charge: 0

No. 5
Molecular formula: C2H2Li2O2Rb
Method: DFT, ωB97M-V/def2-TZVPD

XYZ file:
```
9
Properties=species:S:1:pos:R:3:forces:R:3:lowdin_spin:R:1
O -0.19852 -3.43697 -1.24845 -0.835 0.580 0.360 0.16
C -0.99678 -2.32399 -1.30120 1.467 -0.139 -0.696 0.12
C -1.53047 -1.75935 -0.18940 0.517 -1.944 -0.426 0.75
Li 2.22605 -2.99652 -1.55901 -0.575 -0.124 0.116 0.62
Li -1.47775 -4.61237 -0.77846 0.455 0.435 -0.099 0.09
H -1.55755 -2.46047 0.67172 -0.358 0.992 0.195 0.06
H -0.93872 -1.89444 -2.31658 -0.627 0.302 0.589 0.01
Rb 0.95461 1.90107 0.45114 -0.212 0.958 -0.427 0.18
O 0.54556 4.48812 -0.55445 0.169 -1.060 0.387 -1.00
```
Forces are in eV/Å.

Output
Energy above the lowest of the compared OMol25 structures with the same formula, charge and spin in kJ/mol: 352.1
⟨S²⟩: 1.76
E_tot in eV: -7258.69500
Multiplicity: 2
Net charge: 0

No. 6
Molecular formula: C6H11NO
Method: DFT, ωB97M-V/def2-TZVPD

XYZ file:
```
19
Properties=species:S:1:pos:R:3:forces:R:3:lowdin_charge:R:1
C -2.93157 -1.14086 -1.19084 -3.161 -1.972 -1.747 -0.04
C -2.10249 -0.55879 -0.39901 2.513 2.349 -0.533 -0.19
C -0.87555 0.13273 -1.05532 0.264 -0.097 0.106 -0.18
C -0.07850 1.02761 -0.04868 -0.878 0.589 0.044 -0.13
C 0.70043 0.07902 0.83055 -0.169 -1.671 1.244 -0.50
O 0.03414 -0.68940 1.53072 1.003 0.689 -0.178 0.02
N 2.07407 0.00019 0.75683 -0.286 -0.620 1.212 0.01
C 2.72020 0.90425 -0.13775 2.512 -0.790 -0.944 -0.12
H -2.99970 -1.19126 -2.31905 0.835 0.256 1.421 0.09
H -3.76158 -1.67654 -0.73295 -0.121 0.099 -0.097 0.05
H -2.23853 -0.46095 0.67528 0.186 -0.370 -0.265 0.10
H -1.09677 0.68748 -1.98068 -0.603 0.212 0.578 0.11
H -0.27068 -0.68116 -1.50648 0.220 0.322 0.762 0.12
H 0.47343 1.88055 -0.49796 -0.610 -0.827 0.150 0.10
H -0.81446 1.50675 0.64916 0.508 -0.439 -0.609 0.13
H 2.63699 -0.57882 1.47937 -1.725 1.381 -1.875 0.19
H 2.01687 1.35278 -0.79422 -0.339 0.611 0.026 0.04
H 3.34182 0.36860 -0.91692 -0.045 0.315 1.163 0.10
H 3.32588 1.64270 0.40728 -0.104 -0.038 -0.458 0.09
```
Forces are in eV/Å.

Output
Structure (SMILES): C=CCCC(=O)NC
Energy above the lowest of the compared OMol25 structures with the same formula, charge and spin in kJ/mol: 183.5
E_tot in eV: -9936.55210
Net charge: 0

No. 7
Molecular formula: C16H13FeNO7
Method: DFT, ωB97M-V/def2-TZVPD

XYZ file:
```
38
Properties=species:S:1:pos:R:3:forces:R:3:lowdin_spin:R:1
C -1.57990 -1.18076 3.45978 -0.359 0.209 -1.062 0.01
O -2.53298 -1.31184 2.40006 -0.461 -0.416 0.371 0.02
C -2.43509 -0.62553 1.19494 1.073 -0.545 -0.358 0.16
C -1.80495 -1.24013 0.08116 1.256 -0.066 1.914 -0.01
C -1.35683 -0.34640 -1.01976 1.752 0.620 -0.575 0.00
C -2.59002 0.44177 -1.35065 0.476 1.286 -0.828 0.03
C -3.35413 1.01193 -0.33171 0.134 0.580 -0.506 0.11
C -3.35123 0.41422 0.93166 0.487 1.702 2.278 0.15
Fe -3.74328 -1.11797 -0.58030 -2.988 -1.952 -0.361 1.62
C -3.45930 -2.16377 -1.93306 0.725 -2.334 -2.161 -0.01
O -3.42782 -3.01339 -2.73458 -0.079 0.574 0.307 -0.03
C -5.38597 -0.75694 -1.15919 -1.650 1.296 -0.175 -0.03
O -6.47408 -0.48493 -1.46123 0.235 -0.376 -0.084 -0.04
C -4.41387 -2.47149 0.43839 -0.180 -1.212 1.032 0.01
O -4.89533 -3.41102 0.92147 0.109 0.572 -0.429 -0.01
H -1.90059 -1.93786 4.17766 0.212 0.103 0.087 0.00
H -0.55075 -1.38804 3.11919 -0.297 0.113 0.081 0.00
H -1.63527 -0.18090 3.91980 0.109 -0.196 -0.119 0.00
H -1.32797 -2.21347 0.23593 -0.041 0.367 0.067 0.00
H -0.43807 0.24977 -0.76735 -0.690 -0.141 -0.086 0.00
H -1.02151 -0.92452 -1.90030 -0.358 0.002 0.281 0.00
H -2.75206 0.75666 -2.38966 0.115 0.093 0.484 0.00
H -4.05841 1.81787 -0.54938 -0.068 -0.447 -0.016 0.01
H -4.05750 0.69589 1.71085 0.284 0.148 -0.126 0.01
O 1.98786 0.16257 -1.10392 0.181 -0.077 -0.114 0.37
C 3.14275 0.60849 -0.90184 1.094 0.394 0.138 0.11
C 4.15321 -0.11373 -0.10974 -0.847 0.421 -0.440 0.16
C 5.36088 0.44059 0.20802 0.322 -0.231 0.158 0.06
C 5.69618 1.73024 -0.26485 0.613 0.387 0.345 0.24
N 6.92440 2.32556 0.12135 -1.426 -0.682 -0.480 0.32
O 7.20340 3.47453 -0.28926 -0.016 1.816 -0.941 0.25
O 7.70542 1.69620 0.86913 0.892 -1.449 1.178 0.25
C 4.80308 2.44743 -1.09301 0.157 0.366 -0.229 0.06
C 3.59127 1.91090 -1.42142 -0.503 -0.827 0.358 0.16
H 3.89707 -1.10466 0.25223 -0.112 0.096 -0.039 0.01
H 6.07892 -0.09221 0.83181 -0.145 0.285 -0.237 0.00
H 5.09727 3.43328 -1.45441 0.042 -0.366 0.188 0.00
H 2.90521 2.46165 -2.05782 -0.046 -0.109 0.098 0.01
```
Forces are in eV/Å.

Output
Energy above the lowest of the compared OMol25 structures with the same formula, charge and spin in kJ/mol: 25.5
⟨S²⟩: 6.14
E_tot in eV: -67005.17664
Multiplicity: 5
Net charge: -2

Q: Among the records above, which one has the highest energy above the lowest of the compared OMol25 structures with the same formula, charge and spin?
A: C2H2Li2O2Rb

Q: Which value of E_tot does entry 5 give?
A: -7258.69500 eV